Entry 1:
The following is a quantum chemistry calculation of C27H18N8Pt as an isolated structure, from the OMol25 dataset.

Structure (XYZ):
```
54
Properties=species:S:1:pos:R:3:forces:R:3:lowdin_charge:R:1
Pt 0.759566 -0.870687 -1.344948 -0.45 0.52 0.33 1.08
C -1.302657 -5.877184 -0.645739 0.01 0.01 0.01 -0.07
C -2.310767 -5.264305 -1.382680 0.02 -0.01 0.01 -0.07
C -2.240065 -3.916557 -1.683483 0.01 0.02 -0.02 -0.02
C -1.147026 -3.182950 -1.236211 -0.05 0.05 0.00 -0.24
C -0.139330 -3.784719 -0.496990 0.10 -0.01 0.03 -0.04
C -0.217453 -5.136874 -0.202607 -0.04 -0.01 -0.02 -0.07
N -1.000139 -1.793549 -1.530071 -0.03 -0.04 -0.17 -0.16
N -1.999992 -1.181342 -1.982633 0.14 -0.05 0.21 0.11
C -1.694104 0.149183 -2.238685 0.01 0.00 -0.01 -0.30
C -2.677750 1.045967 -2.647195 -0.02 -0.03 0.00 -0.02
C -2.330030 2.368604 -2.843382 0.02 0.01 0.00 -0.08
C -1.015070 2.781713 -2.632537 0.00 -0.02 0.00 -0.07
C -0.028780 1.885622 -2.235235 -0.01 0.00 -0.09 -0.10
C -0.364810 0.556441 -2.041330 0.23 -0.03 -0.21 -0.26
H -1.363232 -6.933246 -0.420196 -0.01 -0.01 0.00 0.11
H -3.154618 -5.844142 -1.731135 0.00 -0.01 0.00 0.11
H -3.008119 -3.428602 -2.264731 -0.01 0.00 -0.01 0.11
H 0.695124 -3.198042 -0.123010 -0.08 -0.02 -0.02 0.08
H 0.567678 -5.607288 0.373360 0.00 0.00 0.00 0.11
H -3.689979 0.693400 -2.793719 -0.01 0.00 0.00 0.11
H -3.076535 3.083878 -3.159626 0.00 0.01 0.00 0.10
H -0.750020 3.820736 -2.777089 0.00 0.01 0.01 0.11
H 0.990161 2.219591 -2.094066 -0.02 0.02 0.01 0.09
C 2.150676 -1.061497 3.357061 0.00 0.02 -0.02 -0.05
C 1.960838 -1.302379 2.008932 -0.01 0.07 0.12 -0.15
N 0.875899 -0.889276 1.347951 0.32 -0.34 0.06 0.01
C -0.033546 -0.193824 2.011181 -0.05 -0.01 -0.14 -0.11
C 0.074758 0.132073 3.360473 0.01 0.01 -0.02 -0.21
C 1.185100 -0.341016 4.044319 -0.02 0.00 -0.01 -0.01
C -0.980669 0.909963 4.034961 -0.02 -0.05 0.01 -0.03
C -1.550004 2.041888 3.621370 -0.01 0.01 0.02 -0.03
C -1.182136 2.871515 2.459755 -0.02 0.01 -0.04 -0.27
C -2.081776 3.811294 1.967161 0.00 -0.02 0.00 -0.01
C -1.676486 4.568566 0.883724 0.02 0.00 -0.03 -0.12
N -0.475508 4.434749 0.328546 -0.03 0.02 0.01 0.09
C 0.315324 3.522418 0.886113 0.03 -0.01 -0.04 -0.19
N 0.029454 2.735237 1.912148 0.01 0.05 0.04 0.15
H 3.039684 -1.421477 3.855174 0.01 -0.01 0.00 0.11
H 2.706516 -1.840665 1.434497 -0.01 -0.01 -0.01 0.10
H -0.896335 0.134360 1.440284 -0.02 -0.02 0.01 0.12
H 1.305265 -0.127085 5.099260 0.00 0.00 0.01 0.12
H -1.349029 0.481509 4.962100 0.00 0.02 0.01 0.12
H -2.374030 2.432078 4.208483 0.01 0.01 0.02 0.11
H -3.059709 3.939884 2.410056 0.00 0.00 0.00 0.11
H -2.334346 5.310189 0.444146 -0.01 0.01 0.00 0.11
H 1.304483 3.409968 0.455420 0.00 0.00 0.00 0.11
N 2.550703 0.032996 -1.302070 0.01 -0.30 -0.05 -0.02
C 3.578678 0.285789 -1.788235 -0.09 0.14 -0.11 -0.17
C 4.794715 0.568471 -2.355616 0.02 -0.05 0.12 -0.28
C 5.588089 -0.520503 -2.798550 0.04 -0.01 0.03 -0.24
N 6.210526 -1.425722 -3.147063 0.01 -0.01 -0.01 0.13
C 5.236069 1.910004 -2.459787 -0.02 0.04 -0.07 -0.24
N 5.584740 3.004850 -2.547832 -0.01 0.03 0.03 0.13
```
Positions in Å, forces in eV/Å.

Results
Energy relative to the best compared isomer or geometry (same formula, charge and spin) ... 87.4 kJ/mol
Highest occupied orbital energy ... -7.92 eV
Net charge ... 0

***

Entry 2:
The following is a quantum chemistry calculation of C27H19Br2FeN6 as an isolated structure, from the OMol25 dataset.

Structure (XYZ):
```
55
Properties=species:S:1:pos:R:3:forces:R:3:lowdin_charge:R:1
Fe 0.315355 0.321222 -0.127808 -0.10 -0.01 -0.01 0.58
C -1.610297 -2.584387 -4.289017 0.00 0.00 0.00 -0.09
C -0.411980 -2.446731 -3.606520 0.01 0.00 0.00 -0.08
C -0.372426 -1.757847 -2.403520 0.01 -0.01 -0.01 -0.05
C -1.525515 -1.180215 -1.862995 -0.03 0.03 0.02 -0.28
C -2.725925 -1.307586 -2.569403 0.00 0.00 0.00 -0.03
C -2.760700 -2.009018 -3.763091 0.00 0.00 0.01 -0.07
N -1.384284 -0.424496 -0.698901 0.02 -0.04 -0.01 -0.03
C -2.290749 -0.318185 0.296208 0.03 -0.01 -0.01 -0.24
C -3.486031 -1.052954 0.496772 0.00 0.00 0.00 -0.02
C -4.310650 -0.737848 1.547474 -0.01 -0.01 -0.01 -0.06
C -4.030537 0.312954 2.445005 0.00 0.01 0.01 -0.08
C -2.879811 1.040406 2.293293 0.01 0.00 0.00 -0.01
C -1.996185 0.683133 1.270705 0.00 -0.01 0.01 -0.19
N -0.863837 1.363094 0.870525 0.07 0.02 0.05 -0.04
N -0.812569 2.630767 0.866206 0.01 0.00 -0.03 0.16
C 0.027361 3.036258 -0.171470 0.02 -0.04 0.03 -0.31
C 0.311114 4.381381 -0.382664 -0.01 0.01 0.02 0.01
C 0.991948 4.734587 -1.529353 0.01 0.01 0.00 -0.04
C 1.364282 3.747778 -2.440776 0.00 0.00 0.00 -0.04
C 1.063704 2.432247 -2.154070 -0.02 0.00 0.01 -0.10
N 0.418686 2.073701 -1.037989 0.04 -0.01 -0.02 0.02
H -1.648617 -3.126761 -5.223513 0.00 0.00 0.00 0.10
H 0.494230 -2.885278 -4.004018 0.00 0.00 0.00 0.11
H 0.568321 -1.684356 -1.860423 0.00 0.00 0.01 0.09
H -3.619517 -0.821106 -2.202583 0.00 -0.01 0.01 0.11
H -3.697152 -2.092730 -4.299286 0.00 0.00 0.00 0.11
H -3.742316 -1.860908 -0.174539 0.00 0.00 0.00 0.11
H -5.214225 -1.317182 1.689953 0.00 0.00 0.00 0.11
H -4.717848 0.532787 3.249091 0.00 0.00 0.00 0.11
H -2.624222 1.855519 2.957156 0.00 0.00 0.00 0.12
H -0.024617 5.108792 0.342231 0.00 0.00 0.00 0.12
H 1.222505 5.772888 -1.726200 0.00 0.00 0.00 0.12
H 1.872647 3.995377 -3.360962 0.00 0.00 0.00 0.11
H 1.339502 1.628265 -2.825177 0.00 0.00 0.00 0.13
Br 6.145205 1.323010 3.058082 0.00 0.00 0.00 0.85
C 4.544132 1.093635 2.118443 -0.03 0.06 -0.05 -0.66
C 4.081124 2.075491 1.258848 0.02 -0.05 0.05 -0.06
C 2.889885 1.851790 0.597501 0.03 0.02 0.00 -0.07
N 2.158443 0.740571 0.736602 0.00 -0.01 0.00 0.07
C 2.625528 -0.210825 1.566796 -0.12 -0.07 0.00 -0.16
C 3.805544 -0.066559 2.275144 0.03 0.01 0.02 -0.04
C 1.783480 -1.428814 1.671998 0.06 0.16 0.00 -0.17
C 2.171093 -2.536098 2.402940 0.02 -0.04 0.04 -0.04
C 1.333226 -3.639332 2.438385 -0.04 0.01 -0.03 -0.66
Br 1.825309 -5.158007 3.415059 0.00 0.01 0.00 0.84
C 0.142069 -3.604333 1.736941 0.04 0.03 0.02 -0.06
C -0.163115 -2.458507 1.026254 -0.01 -0.04 0.00 -0.06
N 0.626559 -1.381040 0.989236 0.00 0.00 -0.05 0.08
H 4.624689 2.995582 1.103932 0.01 0.00 0.00 0.12
H 2.516658 2.608415 -0.074647 -0.01 -0.01 -0.02 0.10
H 4.154222 -0.834684 2.946955 0.00 0.00 0.00 0.11
H 3.109209 -2.561731 2.934294 0.00 0.01 0.00 0.11
H -0.537183 -4.443658 1.729985 0.00 0.00 0.00 0.12
H -1.075746 -2.408466 0.456938 -0.03 0.03 -0.04 0.11
```
Positions in Å, forces in eV/Å.

Results
Energy relative to the best compared isomer or geometry (same formula, charge and spin) ... 0.0 kJ/mol
Highest occupied orbital energy (spin up / spin down) ... -9.60 / -9.60 eV
Net charge ... +1

***

Entry 3:
The following is a quantum chemistry calculation of C27H19ClF3N5NdO2SSe as an isolated structure, from the OMol25 dataset.

Structure (XYZ):
```
60
Properties=species:S:1:pos:R:3:forces:R:3:lowdin_spin:R:1
Nd -6.913231 6.748290 16.527744 -0.04 0.61 -0.01 3.03
C -4.722058 3.245938 18.839515 0.33 -0.18 -0.18 0.00
C -5.633338 4.399578 19.158626 -0.66 1.04 -0.21 0.00
C -5.205051 5.739183 18.926502 -0.28 -0.40 0.45 0.00
C -6.051374 6.836636 19.196678 -0.79 -0.38 -0.36 0.00
C -7.402777 6.590484 19.531008 0.15 0.30 0.46 0.00
C -7.812472 5.289447 19.863932 0.11 -0.05 -0.52 0.00
C -6.949045 4.211272 19.648422 0.27 -0.23 -0.34 0.00
H -4.295889 2.809926 19.764084 -0.08 0.32 -0.45 0.00
H -3.904385 3.609090 18.183037 -0.32 -0.38 0.49 0.00
H -5.233678 2.413101 18.322259 0.04 0.46 0.18 0.00
H -4.202614 5.919119 18.529215 -0.20 0.00 0.26 0.00
H -5.743909 7.876686 19.001286 0.10 -0.72 0.14 0.00
H -8.141141 7.415443 19.530449 0.64 -0.51 0.35 0.00
H -8.822901 5.109292 20.243752 0.33 0.08 -0.31 0.00
H -7.336993 3.181102 19.743921 0.34 0.63 0.26 0.00
Se -3.526492 0.537346 12.188044 0.20 0.55 0.29 0.00
N -4.795936 0.595495 13.423639 -0.46 1.54 0.43 0.00
C -4.953679 1.876840 13.773986 0.85 -0.71 -0.64 0.00
C -5.922999 2.349547 14.767773 -0.67 0.54 0.04 0.00
C -6.880970 1.515308 15.338945 -0.19 -0.60 0.11 0.00
C -7.889465 2.061376 16.135529 -0.62 -0.89 0.61 0.00
C -7.897165 3.405161 16.480432 1.33 0.35 -1.23 0.00
N -6.954645 4.219402 15.950413 0.16 -0.49 0.13 0.00
C -6.041257 3.729083 15.079971 0.18 0.01 -0.04 0.00
C -5.172277 4.698713 14.366832 0.98 0.75 -0.18 0.00
N -5.323770 6.043858 14.609070 -0.38 -0.76 -0.28 0.00
C -4.677057 6.970123 13.868438 -0.26 -0.93 0.33 0.00
C -3.780073 6.579141 12.877195 0.30 -0.35 0.04 0.00
C -3.538072 5.212251 12.684462 0.47 1.06 -0.04 0.00
C -4.191011 4.244814 13.438303 -1.17 0.44 -0.18 0.00
C -4.068817 2.823355 13.094657 -0.03 -0.93 0.86 0.00
N -3.188127 2.302253 12.261353 -0.91 0.14 0.22 0.00
H -6.820461 0.425786 15.123558 -0.25 0.95 0.18 0.00
H -8.700104 1.427038 16.535094 0.64 0.27 -0.29 0.00
H -8.648414 3.879234 17.112398 0.19 -0.27 -0.14 0.00
H -4.905228 8.015798 14.120469 0.32 -0.55 -0.22 0.00
H -3.238722 7.338153 12.306969 -0.28 -0.35 0.11 0.00
H -2.811393 4.887720 11.941485 -0.19 0.06 0.10 0.00
F -4.647422 11.516856 14.842527 -0.08 0.11 0.77 0.00
C -4.826418 11.931234 16.119213 0.68 0.64 0.44 0.00
F -3.630146 11.805517 16.777679 -1.07 0.09 -0.75 0.00
F -5.093868 13.279274 16.057021 0.23 -1.26 0.05 0.00
C -5.943764 11.185645 16.824283 -0.83 -0.34 0.30 0.00
C -7.025935 11.900216 17.361975 1.41 0.74 -0.99 0.00
C -8.116353 11.249922 17.908119 -0.40 -0.47 0.27 0.00
C -8.130339 9.871506 17.816919 0.11 0.03 -0.35 0.00
N -7.106444 9.143484 17.290427 -0.80 0.55 1.04 0.00
C -5.961961 9.749159 16.933027 0.45 1.00 -0.11 0.00
S -4.578233 8.707978 16.740183 -0.69 -0.17 -0.54 0.00
H -6.972854 13.003443 17.298538 -0.18 -0.80 0.15 0.00
H -8.958692 11.795063 18.351179 0.47 -0.31 -0.22 0.00
H -9.003854 9.320767 18.153481 0.19 -0.10 -0.19 0.00
Cl -8.327073 8.914792 14.256929 -1.88 -1.11 0.46 0.00
C -10.043872 8.014071 14.734379 0.89 1.23 -1.40 0.00
C -9.533542 7.029849 15.722891 1.45 0.64 2.66 0.00
O -9.460631 7.352383 16.949545 -0.58 0.30 -0.68 0.00
O -8.819420 6.059855 15.370871 -0.13 -1.01 -1.75 0.00
H -10.443644 7.603176 13.796583 0.39 0.16 0.40 0.00
H -10.650489 8.828337 15.133681 0.22 -0.32 0.04 0.00
```
Positions in Å, forces in eV/Å.

Results
Spin multiplicity ... 4
Energy relative to the best compared isomer or geometry (same formula, charge and spin) ... 0.0 kJ/mol
Highest occupied orbital energy (spin up / spin down) ... -10.59 / -10.59 eV
Net charge ... +1

***

Entry 4:
The following is a quantum chemistry calculation of C27H19FN3O10PTi as an isolated structure, from the OMol25 dataset.

Structure (XYZ):
```
62
Properties=species:S:1:pos:R:3:forces:R:3:lowdin_spin:R:1
Ti -2.336545 1.007866 -0.048410 -0.27 2.36 0.70 0.86
O -6.170599 1.100533 -1.271391 1.59 -0.02 0.07 0.00
C -4.942834 1.154835 -1.171746 -0.96 -0.14 -0.46 0.00
O -4.174334 0.512508 -0.341169 -1.78 0.25 -0.76 0.01
C -4.134149 2.081880 -2.120315 0.89 0.95 1.18 0.01
C -4.511048 2.611189 -3.345526 -0.47 -1.32 -1.31 0.00
C -3.584438 3.396638 -4.065910 0.17 -0.90 1.76 0.01
C -2.314872 3.607262 -3.471578 -0.23 0.34 -0.97 0.00
C -1.993089 3.097697 -2.217002 -3.51 0.19 -0.91 0.01
N -2.942751 2.417806 -1.553864 -1.07 -1.03 -1.48 0.00
C -0.728550 3.060212 -1.518793 1.30 -3.26 3.03 0.01
O 0.336867 3.358447 -1.999863 0.29 0.98 -0.32 0.02
O -0.874290 2.324391 -0.381940 1.12 1.97 -1.44 0.00
H -5.401994 2.132948 -3.869231 0.94 1.20 0.95 0.00
H -3.889562 3.722658 -5.053186 0.50 0.19 0.04 0.00
H -1.534882 4.097763 -4.036119 0.04 0.18 0.03 0.00
O -1.936040 -2.441124 -0.110824 0.74 0.70 -0.98 0.00
C -1.301301 -1.705956 -0.853834 -1.13 1.20 0.60 0.01
O -1.591654 -0.343936 -1.003300 1.94 -4.98 -1.52 0.03
C -0.020637 -2.130538 -1.617494 -1.47 0.47 2.62 0.00
P 1.269567 -1.570183 -0.352014 0.03 0.54 -0.49 0.00
C 2.018173 -3.185688 0.120912 1.65 -0.89 0.33 0.00
C 3.462500 -3.339760 0.281574 -2.46 0.92 0.82 0.00
C 4.052204 -4.545445 0.588995 -0.58 -1.11 -1.03 0.00
C 3.217257 -5.690564 0.646140 -0.90 0.55 0.31 0.00
C 1.793486 -5.562470 0.538914 1.60 -0.17 -0.05 0.00
C 1.196160 -4.298346 0.376300 1.57 -0.04 -0.81 0.00
C 2.449894 -0.844358 -1.599219 -1.13 -0.52 -0.42 0.00
C 2.422322 0.551431 -1.882958 -0.04 -2.93 1.61 0.00
C 3.409207 1.065594 -2.671540 -0.63 2.80 -0.32 0.00
C 4.008537 0.356488 -3.644352 2.31 -2.97 0.06 0.00
C 3.911494 -1.051870 -3.453763 -0.54 -1.00 0.49 0.00
C 3.155153 -1.728595 -2.424302 1.07 2.92 -1.76 0.00
H -0.070441 -1.547737 -2.474665 0.70 1.22 -1.62 0.00
H 0.017261 -3.167758 -1.877089 -0.06 -0.67 0.16 0.00
H 3.978248 -2.408296 0.446054 0.62 0.13 -0.80 0.00
H 5.146948 -4.653314 0.505966 -0.61 0.11 0.72 0.00
H 3.663333 -6.657803 0.908271 -0.27 0.28 -0.49 0.00
H 1.215398 -6.494752 0.448319 0.06 0.62 0.56 0.00
H 0.138097 -4.166495 0.346348 -0.70 -0.15 -0.14 0.00
H 1.609095 1.114835 -1.485281 0.11 0.86 0.90 0.00
H 3.673926 2.101255 -2.536853 -0.52 0.57 -0.41 0.00
H 4.778337 0.776367 -4.351513 -1.06 -0.48 0.86 0.00
H 4.529279 -1.703170 -4.026231 0.26 -0.32 -0.91 0.00
H 3.033255 -2.813912 -2.415565 0.45 0.43 0.28 0.00
F 1.348390 -0.803825 4.635081 0.84 -0.72 0.17 0.00
C 0.692644 0.332996 4.680169 -1.87 0.70 -0.55 0.00
C -0.607909 0.376760 4.267212 1.01 1.26 1.08 0.00
N -1.272295 1.612313 4.415802 -1.59 -0.22 -0.70 0.00
C -2.653521 1.601022 3.894690 -0.43 -0.70 -0.29 0.00
C -2.578129 1.412221 2.354869 -0.26 0.82 -1.51 0.02
O -1.892831 0.427967 1.831581 -0.71 1.14 1.94 0.01
O -3.146135 2.259409 1.583273 0.98 -1.44 1.67 0.00
C -0.736559 2.888384 4.673586 0.84 -1.35 -0.73 0.00
O -1.375299 3.931567 4.650427 1.16 -1.30 0.38 0.00
N 0.666240 2.743603 4.850171 -0.40 1.57 1.68 0.00
C 1.385388 1.552091 5.114848 2.49 0.70 -0.05 0.00
O 2.566158 1.637512 5.531786 -2.99 -0.48 -0.79 0.00
H -1.232604 -0.454397 3.858099 0.99 0.84 0.50 0.00
H -3.091612 2.613330 4.112274 0.10 -1.40 -0.15 0.00
H -3.216553 0.669813 4.315076 0.78 1.93 -0.47 0.00
H 1.112653 3.600705 5.270086 -0.47 -1.35 -0.86 0.00
```
Positions in Å, forces in eV/Å.

Results
Spin multiplicity ... 2
Highest occupied orbital energy (spin up / spin down) ... -3.79 / -5.97 eV
Net charge ... -1

***

| no. | DFT total energy (a.u.) |
| --- | --- |
| 1 | -1596.9605 |
| 2 | -7780.3771 |
| 3 | -5585.3566 |
| 4 | -3247.9116 |